C5H8 | ωB97M-V/def2-TZVPD

Last column: Mulliken charge in e.
Positions of all 13 atoms, in Å:
C (0.0034, -0.4766, 1.0815)  -0.92
C (-1.4956, 0.0655, -0.7780)  -0.43
C (-0.4621, 0.7572, -1.2695)  -0.25
C (0.8244, 0.7300, -0.9778)  -0.47
C (1.2359, -0.1286, 0.2724)  -0.27
H (-0.3240, -1.5255, 1.0016)  0.23
H (-0.0581, -0.1487, 2.1095)  0.37
H (-1.4739, -1.0091, -0.9546)  0.29
H (-2.3265, 0.3979, -0.1526)  0.33
H (-0.6535, 0.2642, 0.5786)  0.21
H (1.6310, 1.1726, -1.5516)  0.37
H (1.7424, -1.0246, -0.1150)  0.26
H (1.9500, 0.4086, 0.8973)  0.28

Forces on the atoms, in the same order (eV/Å):
C 0.242 0.254 0.404
C -0.504 0.305 -1.456
C 0.222 -0.735 0.315
C -0.064 0.019 -0.191
C 0.146 0.153 0.068
H -0.065 0.618 -0.060
H 0.736 -0.220 0.493
H -0.434 0.150 -0.432
H 0.104 0.378 -0.597
H -0.287 -1.277 1.651
H -0.146 0.005 -0.037
H -0.054 0.246 0.057
H 0.103 0.104 -0.215

Computed properties:
* charge: 0
* relative energy (zero: lowest compared OMol25 entry of this formula, charge and spin): 81.72 kcal per mole
* LUMO energy: 1.013 eV
* HOMO level: -8.92 eV